Record 1
Molecular formula: C3H10N2
Method: DFT, wB97M-V/def2-TZVPD

Last column: natural (NBO) charge in e.
Cartesian coordinates (Å):
C1 -0.105 0.143 -1.388  -0.608
C2 -0.195 0.238 0.147  -0.476
C3 0.739 -0.789 0.833  -0.519
N1 0.555 -0.688 2.323  -0.853
N2 -1.055 1.159 -1.915  -0.867
H1 -0.397 -0.971 -1.625  0.138
H2 0.919 0.541 -1.631  0.184
H3 -1.245 0.027 0.498  0.179
H4 0.025 1.282 0.573  0.177
H5 0.497 -1.846 0.492  0.170
H6 1.847 -0.640 0.561  0.141
H7 0.923 0.230 2.543  0.330
H8 1.226 -1.345 2.730  0.333
H9 -0.910 0.902 -2.912  0.335
H10 -2.019 0.970 -1.635  0.337

Calculated values
Multiplicity = 2
Total energy = -6251.04756 eV
Maximum force = 2.4 eV/Å
Lowest unoccupied orbital energy (spin up / spin down) = 0.1544 / 0.1665 Ha
Charge = -1

=====

Record 2
Molecular formula: C43H99Cl3
Method: DFT, wB97M-V/def2-TZVPD

Last column: Mulliken charge in e.
Cartesian coordinates (Å):
C1 -2.940 -0.187 3.590  -0.416
C2 -3.380 -0.833 4.897  -0.397
C3 -4.341 0.047 5.757  -0.979
C4 -3.654 1.400 6.071  -0.405
C5 -4.670 2.436 6.665  -0.458
C6 -4.024 3.761 7.103  -1.204
H1 -2.526 -0.896 2.873  -0.353
H2 -2.178 0.575 3.754  0.375
H3 -3.821 0.320 3.197  0.341
H4 -3.832 -1.796 4.658  0.356
H5 -2.457 -1.036 5.441  0.234
H6 -4.639 -0.458 6.675  0.448
H7 -5.327 0.192 5.315  0.358
H8 -2.798 1.206 6.717  0.297
H9 -3.240 1.761 5.129  0.261
H10 -5.453 2.609 5.926  0.328
H11 -5.113 1.892 7.500  0.320
H12 -4.687 4.496 7.558  0.369
H13 -3.264 3.488 7.835  0.302
H14 -3.610 4.197 6.194  0.296
C7 0.418 -8.798 1.361  -1.392
C8 0.896 -7.352 1.612  -0.245
C9 -0.054 -6.590 2.485  -0.766
C10 0.309 -5.139 2.662  -0.286
C11 -0.357 -4.311 3.812  -0.583
C12 -1.845 -4.204 3.631  -0.882
H15 1.139 -9.416 0.824  0.381
H16 -0.521 -8.979 0.838  0.350
H17 0.265 -9.363 2.280  0.338
H18 1.852 -7.391 2.134  0.292
H19 1.009 -6.868 0.642  0.303
H20 -0.017 -7.077 3.459  0.273
H21 -1.080 -6.736 2.146  0.438
H22 1.367 -5.024 2.898  0.316
H23 0.206 -4.664 1.686  0.120
H24 -0.083 -4.672 4.804  0.394
H25 0.076 -3.311 3.790  0.254
H26 -2.325 -5.176 3.509  0.362
H27 -2.316 -3.761 4.508  0.221
H28 -2.167 -3.650 2.749  0.145
C13 -4.036 2.153 -1.361  -0.687
C14 -4.984 1.078 -0.940  -0.107
C15 -6.402 1.583 -0.843  -0.842
C16 -7.568 0.514 -0.645  -0.866
C17 -8.975 1.153 -0.400  -0.269
C18 -10.075 0.111 -0.493  -1.295
H29 -4.415 2.579 -2.290  0.498
H30 -3.058 1.703 -1.528  -0.208
H31 -3.977 2.919 -0.588  0.346
H32 -5.020 0.364 -1.763  0.255
H33 -4.719 0.565 -0.015  0.120
H34 -6.583 2.246 -1.689  0.373
H35 -6.438 2.158 0.082  0.293
H36 -7.638 -0.064 -1.566  0.365
H37 -7.355 -0.266 0.086  0.402
H38 -8.945 1.481 0.639  0.248
H39 -9.063 2.033 -1.038  0.362
H40 -11.046 0.555 -0.275  0.361
H41 -10.197 -0.410 -1.443  0.354
H42 -9.931 -0.698 0.223  0.316
C19 2.701 -2.355 0.870  -1.604
C20 3.622 -1.768 -0.215  1.204
C21 5.125 -1.866 0.026  -0.728
C22 5.564 -1.269 1.394  -0.373
C23 7.071 -1.410 1.601  -0.504
C24 7.534 -2.862 1.854  -1.266
H43 2.721 -1.869 1.845  0.345
H44 3.043 -3.369 1.082  0.424
H45 1.662 -2.432 0.550  0.365
H46 3.339 -2.222 -1.165  0.070
H47 3.392 -0.708 -0.319  -0.671
H48 5.677 -1.453 -0.818  0.170
H49 5.359 -2.928 -0.049  0.492
H50 5.324 -0.206 1.442  -0.023
H51 4.987 -1.670 2.228  0.466
H52 7.730 -1.000 0.835  0.283
H53 7.206 -0.771 2.474  0.379
H54 7.036 -3.326 2.706  0.294
H55 7.396 -3.508 0.987  0.307
H56 8.602 -2.950 2.055  0.412
C25 2.875 -4.753 -5.535  -1.215
C26 3.120 -3.299 -5.978  -0.722
C27 2.063 -2.343 -5.546  -0.505
C28 2.214 -1.907 -4.094  -0.189
C29 1.073 -0.910 -3.688  0.414
C30 1.393 0.446 -4.310  -0.396
H57 3.725 -5.334 -5.894  0.388
H58 1.911 -5.118 -5.890  0.289
H59 2.939 -4.941 -4.463  0.287
H60 4.139 -2.961 -5.793  0.326
H61 3.137 -3.337 -7.067  0.398
H62 1.097 -2.764 -5.826  0.291
H63 2.189 -1.483 -6.203  0.337
H64 2.093 -2.775 -3.446  0.425
H65 3.227 -1.512 -4.014  -0.437
H66 0.087 -1.311 -3.923  0.424
H67 1.050 -0.946 -2.599  -0.397
H68 0.696 1.237 -4.034  -0.189
H69 2.378 0.756 -3.961  -0.068
H70 1.291 0.200 -5.367  0.450
C31 2.553 3.895 -0.320  -1.137
C32 3.284 2.523 -0.387  0.969
C33 4.276 2.500 -1.673  -0.926
C34 5.125 1.167 -1.787  0.896
C35 6.039 1.069 -3.054  -0.884
C36 5.252 0.811 -4.346  -0.651
H71 1.927 4.071 -1.195  -0.104
H72 3.248 4.734 -0.297  0.421
H73 1.900 3.853 0.552  0.452
H74 3.840 2.279 0.518  0.288
H75 2.526 1.744 -0.464  -0.791
H76 4.888 3.376 -1.464  0.415
H77 3.631 2.658 -2.538  0.229
H78 5.675 0.998 -0.861  0.433
H79 4.405 0.350 -1.818  -0.823
H80 6.576 2.009 -3.179  0.363
H81 6.811 0.308 -2.942  0.404
H82 5.852 0.807 -5.256  0.446
H83 4.777 -0.169 -4.319  -0.090
H84 4.409 1.502 -4.359  0.210
C37 -0.371 3.379 -2.721  -1.137
C38 -1.168 4.693 -2.528  -0.458
C39 -0.289 5.905 -2.061  0.327
C40 -1.096 7.061 -1.432  -0.858
C41 -0.334 8.285 -0.795  -0.491
C42 0.435 7.854 0.453  -0.922
H85 -1.058 2.610 -3.075  0.524
H86 -0.006 2.954 -1.786  0.086
H87 0.392 3.471 -3.494  0.483
H88 -1.754 4.934 -3.415  0.366
H89 -1.898 4.489 -1.745  0.086
H90 0.254 6.304 -2.917  0.279
H91 0.421 5.567 -1.306  -0.333
H92 -1.756 7.453 -2.206  0.393
H93 -1.729 6.578 -0.688  0.327
H94 0.316 8.777 -1.518  0.315
H95 -1.156 8.965 -0.571  0.320
H96 1.139 7.067 0.181  0.106
H97 0.950 8.663 0.971  0.354
H98 -0.260 7.406 1.163  0.286
C43 -1.311 -0.398 -0.319  -0.234
Cl1 -1.921 -0.919 -1.899  -0.127
Cl2 0.207 0.438 -0.487  -0.020
Cl3 -1.133 -1.816 0.816  -0.089
H99 -2.050 0.345 -0.017  0.218

Calculated values
SMILES string = ClC(Cl)Cl.CCCCCC.CCCCCC.CCCCCC.CCCCCC.CCCCCC.CCCCCC.CCCCCC
Total energy = -83763.53027 eV
Maximum force = 2.5 eV/Å
Lowest unoccupied orbital energy = 0.0199 Ha

=====

Record 3
Molecular formula: C3H5CsO3
Method: DFT, wB97M-V/def2-TZVPD

Last column: Mulliken charge in e.
Cartesian coordinates (Å):
O1 -0.576 0.306 0.641  -0.322
C1 0.505 -0.034 1.520  -0.702
H1 0.118 0.068 2.537  0.246
H2 0.811 -1.072 1.345  0.259
H3 1.345 0.652 1.366  0.297
O2 1.212 0.653 -1.224  -0.573
O3 -1.450 0.620 -1.314  -0.688
C2 -0.436 0.292 -0.699  0.478
C3 0.819 -0.678 -1.492  -0.392
H4 1.132 -1.408 -0.712  0.151
H5 0.689 -0.801 -2.587  0.273
Cs1 -4.171 1.403 0.619  0.973

Calculated values
Total energy = -9878.26803 eV
Maximum force = 7.0 eV/Å
Lowest unoccupied orbital energy = -0.0433 Ha

=====

Record 4
Molecular formula: C3H4LiO4Tm
Method: DFT, wB97M-V/def2-TZVPD

Last column: natural (NBO) charge in e.
Cartesian coordinates (Å):
H1 -4.532 1.798 0.461  0.175
C1 -3.669 1.133 0.411  0.308
C2 -3.640 -0.176 1.050  -0.103
O1 -3.793 0.003 -0.372  -0.453
H2 -2.688 -0.608 1.356  0.217
H3 -4.538 -0.519 1.569  0.219
O2 -2.540 1.952 0.209  -0.522
H4 -1.097 3.316 0.445  0.549
O3 -1.419 3.665 -0.459  -0.651
C3 -2.383 2.867 -0.824  1.042
Tm1 -3.827 6.437 -5.993  1.149
Li1 -2.958 4.582 -2.913  0.836
O4 -3.163 3.131 -1.713  -0.767

Calculated values
Multiplicity = 3
Total energy = -41081.14317 eV
Maximum force = 4.5 eV/Å
Lowest unoccupied orbital energy (spin up / spin down) = -0.2926 / -0.3426 Ha
Charge = +2